Entry 1:
11 unconnected molecules or ions with the total composition H21O11 in a non-equilibrium geometry, computed with the ωB97M-V functional and the def2-TZVPD basis.

The geometry in XYZ format:
```
32
Properties=species:S:1:pos:R:3:forces:R:3:mulliken_charge:R:1
O 0.4532 -0.4231 0.2102 -1.9 1.4 0.8 -0.35
H -0.2097 0.2857 0.4699 1.0 -1.0 0.1 -0.01
O -0.8385 -1.9099 2.1598 -1.6 -2.0 1.6 -0.65
H -0.3932 -1.4213 1.5137 1.4 1.4 -1.6 0.28
H -0.9933 -1.3328 2.8970 0.1 0.4 0.4 0.29
O 1.9274 1.6864 0.1945 -0.2 0.9 -1.4 -0.69
H 1.3334 0.9185 0.2320 0.2 -0.2 0.0 0.55
H 2.4598 1.6165 0.9601 0.7 0.0 1.2 0.26
O 2.0368 -0.3110 -2.0010 0.3 -0.3 -0.6 -0.72
H 1.4972 -0.3469 -1.2027 -0.1 -0.3 0.2 0.09
H 2.2255 0.6247 -2.0507 0.2 0.4 -0.1 0.37
O -1.3126 -2.0172 -0.9606 -0.1 0.1 -0.3 -0.76
H -0.6635 -1.5461 -0.3542 -0.3 -0.6 -1.3 0.39
H -0.9276 -2.0730 -1.8608 0.0 0.1 1.1 0.34
O 2.0770 -0.4260 2.4384 -1.0 0.2 0.1 -0.68
H 1.5368 -0.3791 1.6155 -0.1 -0.2 0.5 0.17
H 2.9471 -0.4063 2.0828 1.3 -0.1 -0.3 0.32
O -1.1300 1.8459 1.3851 -0.5 -0.6 0.1 -0.61
H -1.7353 1.1095 1.5172 0.0 -0.3 0.4 0.30
H -1.6605 2.3575 0.7722 0.3 0.7 -0.5 0.34
O 1.5640 -2.7786 0.2686 -0.3 1.2 -0.6 -0.69
H 1.5990 -3.1037 1.1609 -0.1 -0.1 0.6 0.33
H 1.1466 -1.8546 0.3319 0.9 -1.9 0.0 0.30
O -0.0256 3.5458 -0.7129 -1.3 1.3 -0.7 -0.68
H 0.2402 2.6294 -0.7650 0.1 -0.4 -0.2 0.30
H -0.7484 3.6911 -1.3734 1.1 -0.6 0.8 0.32
O -0.8233 0.7744 -1.8744 -0.3 2.0 0.0 -0.58
H -1.0553 0.2829 -2.6478 0.0 -0.7 -0.3 0.27
H -0.4392 0.2302 -1.1883 0.4 -0.8 -0.3 0.21
O -3.4230 -0.0566 -1.2948 0.9 1.4 -0.6 -0.63
H -4.0022 -0.6458 -0.9015 -2.9 -1.5 1.0 0.26
H -2.6629 -0.5667 -1.0219 1.7 -0.1 -0.4 0.38
```
Forces are in eV/Å.

The calculation puts the HOMO-LUMO gap at 10.11 eV. The total charge is -1. The value obtained for the LUMO energy is 3.08 eV.



Entry 2:
A molecular structure, H22HeNeO11 in a non-equilibrium geometry, computed with the ωB97M-V functional and the def2-TZVPD basis.

The geometry in XYZ format:
```
35
Properties=species:S:1:pos:R:3:forces:R:3:mulliken_charge:R:1
He -1.8285 -1.4214 -2.3880 0.0 0.0 -0.1 0.02
Ne -0.0266 0.1664 0.2074 0.1 -0.1 0.0 0.01
O 3.4105 -0.8142 1.6996 -0.3 -0.3 0.7 -0.67
H 3.3624 -0.4687 0.8083 0.0 0.4 -0.8 0.37
H 4.1389 -1.4348 1.6775 0.2 -0.2 0.1 0.33
O 2.7252 -2.0426 -2.8876 0.1 -0.3 -0.5 -0.65
H 2.5211 -2.7597 -2.2874 -0.1 -0.2 0.2 0.30
H 2.5636 -1.2490 -2.3773 0.0 0.3 0.3 0.36
O -1.4059 1.5384 2.4219 0.5 0.8 -0.3 -0.64
H -2.0196 0.8044 2.3950 -0.4 -0.5 0.2 0.39
H -0.8830 1.3854 3.2090 0.2 0.0 0.1 0.29
O -2.6281 2.6486 -1.8037 -0.1 0.3 -0.3 -0.61
H -2.4995 1.8866 -1.2389 0.1 -0.5 0.3 0.34
H -2.4641 3.4000 -1.2340 -0.1 0.2 0.0 0.28
O -3.2296 -0.4933 2.4119 -0.2 0.0 0.5 -0.74
H -3.4136 -1.4219 2.5537 0.1 -0.2 0.1 0.32
H -3.2412 -0.3890 1.4604 -0.1 0.2 -0.8 0.38
O 1.6373 2.2124 -1.7970 0.6 -0.6 -0.6 -0.73
H 2.4927 2.6400 -1.7544 0.2 0.4 -0.1 0.34
H 1.1611 2.5524 -1.0395 -0.7 0.3 0.8 0.47
O 1.1216 -2.6841 0.9048 -0.6 -0.4 -0.3 -0.66
H 1.3220 -3.2118 1.6779 0.1 -0.1 0.2 0.29
H 1.6364 -1.8853 1.0195 0.5 0.5 0.2 0.35
O 3.1949 0.0535 -0.9531 0.4 -0.7 0.3 -0.73
H 4.0121 0.2804 -1.3969 0.3 -0.1 -0.1 0.29
H 2.5755 0.7283 -1.2310 -0.9 0.8 -0.2 0.44
O -2.8062 0.0341 -0.3693 -0.4 0.7 0.3 -0.69
H -2.3418 -0.8023 -0.3376 0.5 -0.8 0.0 0.36
H -3.6184 -0.1600 -0.8371 -0.3 0.0 -0.2 0.29
O 0.0461 3.1574 0.3379 0.5 0.3 -0.4 -0.73
H -0.4802 2.5035 0.7981 -0.3 -0.5 0.7 0.32
H -0.5959 3.7445 -0.0612 0.0 0.2 -0.1 0.29
O -1.7761 -2.5850 0.1952 -0.7 0.2 0.0 -0.65
H -0.9120 -2.5718 0.6068 0.8 0.1 0.2 0.36
H -1.7512 -3.3413 -0.3910 0.0 -0.1 -0.2 0.29
```
Forces are in eV/Å.

The calculation puts the HOMO-LUMO gap at 11.23 eV. The total charge is 0. The value obtained for the LUMO energy is 0.27 eV.



Entry 3:
A molecular structure, H22HeO11 in a non-equilibrium geometry, computed with the ωB97M-V functional and the def2-TZVPD basis.

The geometry in XYZ format:
```
34
Properties=species:S:1:pos:R:3:forces:R:3:mulliken_charge:R:1
He -0.6260 -0.1669 0.2582 -0.2 -0.2 0.2 0.02
O -0.8848 -3.0577 -0.8665 -0.4 -0.3 -0.5 -0.63
H -0.2030 -2.4042 -1.0229 0.5 0.2 0.2 0.37
H -1.4457 -2.6640 -0.1982 -0.2 0.0 0.5 0.31
O 3.3742 1.7862 0.4893 0.5 0.1 0.4 -0.63
H 3.9326 1.0145 0.5836 0.2 -0.1 0.0 0.29
H 2.5440 1.4428 0.1589 -0.4 0.1 -0.3 0.38
O 2.0418 -1.8808 -3.3874 0.0 0.2 -0.6 -0.66
H 1.6202 -1.7913 -2.5327 0.1 0.0 0.6 0.36
H 2.5807 -2.6679 -3.3079 0.1 -0.1 0.0 0.30
O 2.4498 -1.4207 1.9973 0.1 0.1 0.0 -0.56
H 3.3710 -1.2379 2.1822 0.3 0.1 0.0 0.27
H 2.0630 -1.5959 2.8551 -0.2 -0.1 0.1 0.27
O -2.3374 -1.9982 1.7510 -0.1 -0.4 -0.3 -0.62
H -3.2542 -1.7705 1.9053 -0.3 0.0 0.0 0.29
H -1.8453 -1.2419 2.0705 0.3 0.4 0.3 0.34
O 1.4420 -1.3225 -0.6033 -0.1 -0.7 -0.7 -0.72
H 1.8689 -1.2511 0.2504 0.1 -0.3 0.5 0.29
H 1.1567 -0.4311 -0.8042 -0.1 0.6 0.1 0.55
O -1.8683 0.1661 -2.4567 0.2 0.2 0.1 -0.62
H -1.6769 0.3328 -3.3796 0.1 0.1 -0.3 0.29
H -2.3729 -0.6473 -2.4594 -0.1 -0.4 0.2 0.29
O -1.3683 0.5385 2.7721 -0.1 -0.1 -0.3 -0.63
H -0.6394 0.8778 3.2916 0.3 0.1 0.0 0.27
H -2.1393 0.9881 3.1181 -0.3 0.1 0.1 0.30
O -2.4481 1.7406 -0.2029 -0.1 0.6 0.5 -0.68
H -2.1185 1.3188 -0.9963 -0.1 -0.4 -0.7 0.35
H -2.1561 1.1725 0.5100 0.0 -0.2 0.3 0.32
O 0.9623 1.2973 -0.8158 0.0 0.0 -0.2 -0.71
H 0.8604 1.3786 -1.7641 0.1 0.2 -0.4 0.29
H 0.1364 1.6220 -0.4570 -0.2 0.4 0.3 0.23
O -0.6328 3.8472 0.3301 0.5 0.2 0.1 -0.62
H -0.9744 4.7179 0.5335 0.1 0.2 0.0 0.31
H -1.4127 3.3083 0.1975 -0.6 -0.5 -0.2 0.38
```
Forces are in eV/Å.

The calculation puts the HOMO-LUMO gap at 10.25 eV. The total charge is 0. The value obtained for the LUMO energy is -0.13 eV.



Entry 4:
A molecular structure, H22HeO11, computed with the ωB97M-V functional and the def2-TZVPD basis.

The geometry in XYZ format:
```
34
Properties=species:S:1:pos:R:3:forces:R:3:mulliken_charge:R:1
He 0.0797 -0.3625 -0.4346 -0.1 0.0 0.0 0.02
O -0.9713 -0.8488 2.5800 0.2 0.3 0.5 -0.71
H -0.2201 -0.9189 1.9908 0.5 -0.3 -0.1 0.32
H -1.7310 -0.8239 1.9982 -0.5 -0.3 -0.4 0.43
O -2.9740 -1.1092 0.5812 -0.2 -0.2 0.1 -0.65
H -2.6846 -0.8754 -0.3008 0.3 0.0 -0.4 0.29
H -3.7182 -0.5316 0.7506 -0.2 0.2 0.2 0.32
O -2.2873 2.1382 -0.8968 0.1 -0.1 -0.1 -0.67
H -2.9679 1.6437 -1.3533 -0.1 -0.1 -0.2 0.27
H -2.7651 2.8049 -0.4033 -0.2 0.2 0.3 0.31
O -2.6457 -1.3401 -2.6005 0.2 0.1 0.3 -0.63
H -3.5859 -1.5048 -2.5299 -0.3 -0.2 0.0 0.31
H -2.5638 -0.7253 -3.3296 0.1 0.2 -0.3 0.31
O 1.7119 -2.0970 2.0765 -0.2 0.2 0.1 -0.61
H 1.4748 -2.8795 1.5789 -0.1 -0.3 -0.1 0.31
H 2.4537 -1.7249 1.5995 0.3 0.2 -0.1 0.28
O 0.4484 -2.5243 -2.5579 0.4 0.1 0.0 -0.60
H -0.2152 -1.9423 -2.9282 -0.2 0.1 0.0 0.28
H -0.0506 -3.1682 -2.0554 -0.1 -0.2 0.1 0.30
O -1.2751 1.9190 2.6204 -0.3 0.8 -0.2 -0.63
H -0.5858 2.2789 3.1785 0.1 0.2 0.1 0.29
H -1.0651 0.9878 2.5498 0.1 -0.8 0.2 0.37
O 2.2868 1.0352 -0.5974 -0.1 -0.3 -0.3 -0.66
H 1.5548 1.6479 -0.5258 -0.6 0.4 0.2 0.33
H 2.6516 1.1977 -1.4673 0.3 -0.1 -0.2 0.29
O 0.1851 3.4057 0.0542 0.5 -0.1 0.1 -0.62
H 0.5682 3.8327 -0.7120 0.1 0.3 -0.2 0.31
H -0.6276 3.0168 -0.2692 -0.3 -0.3 0.0 0.39
O 3.3256 -2.4218 -1.3567 0.2 -0.2 0.0 -0.60
H 3.5634 -2.2388 -0.4478 0.2 0.1 0.1 0.29
H 2.4425 -2.0645 -1.4504 -0.5 0.1 -0.3 0.31
O 3.7620 1.5333 1.5395 0.6 0.1 0.7 -0.64
H 3.1353 1.4672 0.8190 -0.2 -0.1 -0.6 0.40
H 3.2906 1.1927 2.2997 0.0 0.0 0.3 0.30
```
Forces are in eV/Å.

The calculation puts the HOMO-LUMO gap at 9.93 eV. The total charge is 0. The value obtained for the LUMO energy is -0.58 eV.



Entry 5:
12 unconnected molecules or ions with the total composition H22N3O15 in a non-equilibrium geometry, computed with the ωB97M-V functional and the def2-TZVPD basis.

The geometry in XYZ format:
```
40
Properties=species:S:1:pos:R:3:forces:R:3:mulliken_charge:R:1
N 0.2480 -0.2433 -0.0300 -4.6 0.0 2.6 0.11
H 0.9610 -0.4383 0.6210 1.2 -0.2 1.3 0.24
H 0.5040 -0.3113 -0.9200 2.4 -0.2 -5.0 0.45
H -0.1630 0.6867 0.0810 0.4 0.2 0.4 0.09
H -0.5620 -0.9143 -0.0010 1.0 0.6 0.8 0.12
N 1.7580 3.3597 0.2860 -2.3 0.8 -6.8 1.20
O 1.4300 2.6417 -0.7890 0.1 -0.9 2.2 -0.67
O 0.9210 4.1707 0.6230 -2.2 0.6 2.3 -0.76
O 2.9040 3.5447 0.4940 4.1 -0.5 2.3 -0.74
N 0.9370 -0.1583 3.6300 -1.2 -3.8 0.6 0.82
O 1.1800 -0.6493 4.7480 0.1 1.2 0.2 -0.62
O -0.2400 -0.2633 3.1790 -0.2 1.1 -0.1 -0.63
O 1.8510 0.0977 2.8580 1.1 1.3 -1.1 -0.65
O 1.4890 -2.7753 -1.0570 -6.1 3.5 -7.6 -0.55
H 1.9260 -3.2443 -0.4920 3.9 -5.0 5.0 0.25
H 0.9130 -3.3363 -1.7370 2.2 1.6 2.8 0.29
O -1.3730 -0.8843 -3.4300 1.5 -2.8 0.7 -0.67
H -2.1370 -0.4203 -3.1700 -1.4 1.1 0.5 0.30
H -1.3710 -1.6443 -2.7380 0.0 1.9 -1.6 0.40
O -1.5790 -2.9293 -1.5700 -3.6 -0.9 1.3 -0.59
H -2.5230 -2.9133 -1.0780 3.4 0.5 -1.1 0.30
H -1.7850 -3.6103 -2.2300 0.4 0.1 -0.1 0.29
O 3.1020 0.5477 -2.1270 -0.6 0.9 -0.4 -0.67
H 3.1010 1.3117 -1.5220 -0.4 -0.1 -0.1 0.36
H 3.6860 -0.0613 -1.7120 0.7 -0.8 0.6 0.30
O -2.4080 0.7977 1.5160 0.9 2.1 -0.4 -0.70
H -2.0450 1.6687 1.0880 -0.8 -1.9 1.5 0.33
H -2.0840 0.7557 2.4530 0.1 0.0 -1.3 0.32
O -2.6550 0.1837 -1.2030 0.5 0.0 -11.5 -0.36
H -2.7030 0.1767 -0.3850 -0.8 -1.7 13.1 0.20
H -2.7240 1.1207 -1.2370 0.1 1.6 -1.3 0.20
O 3.9340 1.0097 1.0530 -1.8 0.3 1.7 -0.69
H 3.2450 0.6737 1.7580 1.9 1.2 -1.9 0.43
H 3.7810 2.0037 0.9900 0.0 -1.7 0.1 0.34
O -2.4490 -2.7853 1.1830 0.3 -3.1 0.1 -0.62
H -3.1080 -3.5203 1.0780 0.0 1.3 0.1 0.28
H -1.7070 -3.4273 1.3940 -0.5 1.7 -0.2 0.34
O -1.5720 3.1097 -0.2390 -2.9 -1.3 -0.1 -0.62
H -1.9730 3.2097 -1.1130 0.5 0.2 0.3 0.27
H -0.7090 3.4617 -0.2530 2.5 0.9 0.0 0.33
```
Forces are in eV/Å.

The calculation puts the HOMO-LUMO gap at 7.07 eV. The total charge is -1. The value obtained for the LUMO energy is 1.40 eV.



Entry 6:
10 unconnected molecules or ions with the total composition H22NO9 in a non-equilibrium geometry, computed with the ωB97M-V functional and the def2-TZVPD basis.

The geometry in XYZ format:
```
32
Properties=species:S:1:pos:R:3:forces:R:3:mulliken_charge:R:1
N -0.8337 -0.3162 0.8777 1.1 -4.3 0.5 -0.13
H -1.0797 0.4758 0.4117 -2.0 3.4 -1.5 0.18
H 0.0893 -0.5462 0.4367 -1.0 -0.6 0.6 0.08
H -1.5507 -1.0872 0.8327 1.0 0.9 -1.0 0.33
H -0.7307 -0.2072 1.8597 0.5 0.8 1.1 0.41
O -0.6457 1.3708 -2.4793 -0.1 -0.5 0.1 -0.69
H -0.0357 2.0988 -2.5103 0.1 0.9 -0.6 0.33
H -0.1067 0.7998 -1.9163 -0.2 -0.7 -0.3 0.40
O -1.5757 2.6338 2.0647 3.0 0.2 -2.0 -0.60
H -0.6547 3.0518 1.9587 -2.2 -0.8 0.1 0.30
H -1.7847 2.8658 2.9367 -0.8 0.5 2.1 0.31
O 1.3493 -1.0852 -2.0613 -1.2 -0.3 0.0 -0.59
H 1.1673 -1.5982 -1.2633 0.0 -0.1 -0.2 0.26
H 2.1573 -0.6452 -1.8613 1.1 0.6 0.2 0.35
O 0.9603 1.8658 -0.4303 -0.8 0.3 -0.2 -0.58
H 0.4363 2.6898 -0.3443 0.5 -0.7 0.2 0.32
H 1.4713 1.7128 0.3577 0.5 0.3 0.4 0.25
O 1.4513 -1.2102 2.6717 0.0 0.2 0.1 -0.67
H 1.7873 -0.5752 3.3207 -0.1 -0.2 0.0 0.31
H 1.9623 -2.0162 2.8137 -0.2 -0.1 0.2 0.30
O -2.1737 -1.1802 -1.6073 0.7 -1.2 0.0 -0.54
H -2.5967 -0.7722 -2.3533 -0.5 0.8 -0.4 0.30
H -1.7707 -1.9492 -2.0583 -0.1 0.5 0.5 0.27
O 0.3203 -2.9372 -0.1313 1.5 -1.6 -1.1 -0.66
H -0.1527 -3.4132 -0.8623 0.5 0.6 1.0 0.29
H 1.2313 -3.3842 -0.1743 -1.9 0.9 0.3 0.33
O -2.5617 2.0418 -0.6843 0.1 0.3 1.5 -0.56
H -3.4797 1.8618 -0.8023 -1.2 0.0 0.2 0.29
H -2.1777 1.7358 -1.4833 1.2 -0.3 -1.6 0.31
O 3.0513 -0.6702 0.5257 -0.7 0.9 -3.1 -0.53
H 3.9593 -0.7492 0.7007 1.7 -0.2 0.6 0.28
H 2.5163 -0.8612 1.2537 -0.9 -0.5 2.1 0.35
```
Forces are in eV/Å.

The calculation puts the HOMO-LUMO gap at 10.72 eV. The total charge is +1. The value obtained for the LUMO energy is -3.25 eV.



Entry 7:
A molecular structure, H22NeO11 in a non-equilibrium geometry, computed with the ωB97M-V functional and the def2-TZVPD basis.

The geometry in XYZ format:
```
34
Properties=species:S:1:pos:R:3:forces:R:3:mulliken_charge:R:1
Ne -5.9715 7.3735 -17.3413 0.0 0.0 -0.1 0.03
O -2.1025 8.4685 -18.2847 0.6 0.2 0.0 -0.72
H -2.1683 8.1305 -17.3915 0.0 -0.1 0.4 0.36
H -2.9517 8.8785 -18.4492 -0.4 -0.2 0.1 0.39
O -8.8016 8.0916 -19.0020 -0.1 0.0 0.2 -0.62
H -8.1983 8.5990 -19.5450 0.1 0.0 -0.3 0.29
H -9.0102 8.6710 -18.2692 -0.1 0.2 0.2 0.31
O -2.3662 6.0586 -19.5784 0.4 -0.5 -0.3 -0.68
H -2.1308 6.8772 -19.1419 0.2 0.4 0.1 0.41
H -3.2806 5.9118 -19.3363 -0.3 -0.1 -0.2 0.36
O -8.1501 7.9009 -14.2026 -0.7 -0.3 0.2 -0.66
H -8.6898 7.4498 -14.8517 -0.4 -0.1 -0.2 0.32
H -8.3762 8.8256 -14.3032 -0.1 0.4 0.1 0.32
O -8.0867 5.3425 -19.3044 -0.4 -0.5 0.1 -0.64
H -8.3912 6.1338 -18.8600 -0.1 0.4 -0.1 0.33
H -7.1319 5.4069 -19.2818 0.6 0.1 -0.1 0.38
O -5.5359 10.5816 -16.3731 -0.3 0.1 0.3 -0.66
H -5.1575 10.4102 -17.2355 0.4 -0.2 -0.5 0.39
H -6.1639 11.2883 -16.5227 -0.1 0.2 0.1 0.30
O -4.7593 4.5800 -16.8375 0.8 -0.1 -0.6 -0.71
H -5.5676 4.8646 -16.4108 -0.6 0.2 0.5 0.40
H -4.9016 3.6525 -17.0265 0.1 -0.4 0.2 0.31
O -4.5599 9.6311 -18.8535 -0.2 0.3 0.1 -0.71
H -4.0428 10.1156 -19.4971 0.2 0.3 -0.3 0.29
H -5.4112 9.5077 -19.2734 -0.2 -0.3 -0.2 0.26
O -5.0584 5.2744 -19.4615 -0.6 0.4 -0.8 -0.80
H -4.9067 5.0371 -18.5467 0.1 -0.2 1.2 0.46
H -5.1688 4.4368 -19.9115 0.1 -0.2 -0.3 0.29
O -7.0890 4.9844 -15.4920 -0.1 -0.1 0.1 -0.66
H -7.8503 4.5602 -15.8879 -0.2 -0.3 -0.2 0.33
H -7.4275 5.8100 -15.1456 0.3 0.3 0.3 0.26
O -5.6489 8.2363 -14.6824 0.9 -0.2 0.1 -0.65
H -6.5848 8.0770 -14.5599 0.0 -0.2 0.2 0.39
H -5.6082 8.9505 -15.3183 0.2 0.4 -0.2 0.30
```
Forces are in eV/Å.

The calculation puts the HOMO-LUMO gap at 9.07 eV. The total charge is 0. The value obtained for the LUMO energy is -0.74 eV.



Entry 8:
11 unconnected molecules or ions with the total composition H22O11, computed with the ωB97M-V functional and the def2-TZVPD basis.

The geometry in XYZ format:
```
33
Properties=species:S:1:pos:R:3:forces:R:3:mulliken_charge:R:1
O 2.8515 -0.8088 -1.1382 -0.2 -0.2 0.2 -0.68
H 2.3810 -0.1858 -0.5670 0.0 0.1 0.0 0.31
H 2.4322 -0.6958 -1.9995 0.0 0.1 0.0 0.34
O -2.2267 1.9831 -1.1189 0.1 -0.2 -0.2 -0.69
H -2.1985 1.9445 -2.1008 -0.1 -0.3 0.4 0.39
H -3.0896 1.6339 -0.8768 0.0 0.1 0.0 0.28
O 1.5749 -2.6234 0.8063 -0.3 -0.3 -0.2 -0.58
H 1.7710 -3.5622 0.7196 0.1 0.0 0.0 0.29
H 1.8455 -2.2205 -0.0348 0.3 0.2 -0.1 0.29
O -0.1812 1.2128 3.7170 0.1 -0.1 -0.3 -0.64
H -0.9846 0.6861 3.7054 0.0 0.0 0.1 0.28
H 0.4413 0.7487 3.1211 -0.3 0.2 0.5 0.41
O 0.0798 0.1266 -0.2083 -0.1 0.0 -0.5 -0.43
H -0.8105 0.3549 -0.5142 -0.1 0.1 0.2 0.31
H -0.0564 -0.3034 0.6390 0.0 0.2 0.1 0.16
O -0.2683 -2.6574 3.1074 0.1 0.1 0.1 -0.62
H 0.5943 -2.9353 2.7843 -0.1 0.0 0.1 0.33
H -0.6838 -2.2343 2.3451 -0.2 -0.3 0.0 0.34
O -1.6314 -2.2446 0.4515 0.1 0.0 -0.1 -0.60
H -2.3538 -2.7761 0.1034 -0.1 0.0 0.1 0.27
H -0.8320 -2.6252 0.0668 0.0 0.1 0.0 0.32
O 1.6854 -0.1670 2.2573 0.1 -0.3 -0.4 -0.63
H 1.4717 -1.0780 1.9998 0.3 0.1 0.2 0.23
H 2.6362 -0.1629 2.4008 0.0 0.0 0.1 0.27
O -0.7320 4.0720 0.0988 0.0 -0.1 -0.1 -0.63
H -1.1919 3.2787 -0.2278 0.0 0.3 0.1 0.39
H -0.1302 4.3231 -0.6061 0.0 0.0 0.0 0.27
O 0.7277 1.0273 -2.8241 0.2 0.0 0.2 -0.64
H 0.9468 1.9310 -3.0729 0.1 0.0 -0.1 0.33
H 0.7086 1.0412 -1.8534 0.0 -0.1 0.0 0.33
O -1.9653 0.9630 -3.5939 -0.2 -0.1 -0.2 -0.71
H -1.6119 1.4905 -4.3169 0.0 -0.1 -0.1 0.32
H -1.1998 0.4632 -3.2700 0.1 0.3 -0.1 0.36
```
Forces are in eV/Å.

The calculation puts the HOMO-LUMO gap at 9.98 eV. The total charge is 0. The value obtained for the LUMO energy is -0.14 eV.